[1]
{"formula": "C5H12NO", "method": "ωB97M-V/def2-TZVPD", "elements": ["C", "O", "C", "C", "C", "C", "N", "H", "H", "H", "H", "H", "H", "H", "H", "H", "H", "H", "H"], "coordinates": [[-1.48959, 1.48807, -0.31905], [-2.32182, 2.27244, 0.42576], [-1.65858, -0.05395, -0.02826], [-0.69213, -1.10009, -0.62953], [0.75975, -0.61424, -0.62030], [1.18794, -0.33889, 0.85224], [2.55024, 0.24292, 0.89561], [-0.39084, 1.78365, -0.30021], [-1.77914, 1.65142, -1.38877], [-2.64782, -0.33927, -0.48842], [-1.75516, -0.12410, 1.06813], [-0.89317, -1.27912, -1.72051], [-0.99723, -2.03773, -0.15161], [1.60421, -1.19416, -0.99233], [0.84145, 0.25369, -1.29044], [1.08997, -1.13160, 1.58524], [0.50057, 0.46244, 1.15676], [2.99793, 0.22570, 1.79589], [3.09344, -0.16716, 0.14982]], "orbital_gap_ev": 5.78, "de_lowest_ev": 1.3024, "charge": -1, "smiles": "NCCCCC[O-]"}



[2]
{"formula": "C41H60N5OP2S2TeW", "method": "ωB97M-V/def2-TZVPD", "elements": ["W", "C", "C", "C", "P", "C", "C", "C", "C", "C", "C", "C", "C", "C", "C", "N", "C", "C", "C", "C", "C", "C", "C", "P", "C", "C", "C", "C", "C", "C", "H", "H", "H", "H", "H", "H", "H", "H", "H", "H", "H", "H", "H", "H", "H", "H", "H", "H", "H", "H", "H", "H", "H", "H", "H", "H", "H", "H", "H", "H", "H", "H", "H", "H", "H", "H", "H", "H", "H", "H", "S", "C", "C", "C", "C", "N", "C", "C", "C", "S", "C", "N", "H", "H", "C", "N", "C", "C", "O", "N", "C", "C", "H", "H", "H", "H", "H", "H", "H", "H", "H", "H", "H", "H", "C", "Te", "C", "H", "H", "H", "H", "H", "H"], "coordinates": [[-0.27593, -0.31893, 0.45721], [3.76133, 2.19660, 1.33573], [3.11088, 1.45883, 0.16130], [4.13387, 1.33632, -0.97359], [2.28633, -0.17250, 0.56540], [3.28129, -1.07699, 1.82813], [4.79919, -1.11416, 1.60210], [2.99796, -0.58549, 3.25202], [2.42082, -1.10510, -0.99850], [3.31795, -2.11249, -1.33668], [3.32554, -2.66916, -2.61152], [4.31264, -3.74095, -2.98822], [2.38975, -2.20637, -3.53406], [1.43979, -1.25912, -3.18817], [1.45167, -0.69262, -1.91842], [0.49735, 0.25674, -1.45414], [0.59920, 1.55287, -1.97581], [1.19178, 1.83579, -3.21709], [1.27801, 3.13061, -3.69089], [0.78740, 4.21793, -2.97262], [0.88176, 5.62687, -3.49460], [0.21682, 3.94441, -1.74223], [0.12436, 2.64660, -1.23013], [-0.62720, 2.23551, 0.35461], [-2.36285, 2.89083, 0.23197], [-2.46039, 4.41843, 0.17148], [-3.11936, 2.28686, -0.94588], [0.06385, 3.20861, 1.79740], [0.69075, 2.34803, 2.90113], [0.97643, 4.36581, 1.38653], [4.03049, 3.19867, 0.99412], [4.68431, 1.71536, 1.65349], [3.11695, 2.31128, 2.20239], [2.28596, 2.07221, -0.20362], [4.96473, 0.68496, -0.69097], [4.54384, 2.32714, -1.18143], [3.70067, 0.95594, -1.89582], [2.88466, -2.09385, 1.73935], [5.26402, -0.18159, 1.91633], [5.10163, -1.29582, 0.57457], [5.22763, -1.90403, 2.22230], [3.43426, 0.39997, 3.42378], [3.46268, -1.27395, 3.96135], [1.93317, -0.54674, 3.47225], [4.03068, -2.48304, -0.61294], [4.88219, -4.07835, -2.12238], [5.02312, -3.37793, -3.73329], [3.80757, -4.60801, -3.41871], [2.38091, -2.62805, -4.53431], [0.68797, -0.95792, -3.90689], [1.60613, 1.04329, -3.82113], [1.74459, 3.30039, -4.65549], [1.35839, 5.65122, -4.47390], [1.46745, 6.25964, -2.82532], [-0.10526, 6.08197, -3.59476], [-0.15048, 4.77464, -1.15717], [-2.83033, 2.56207, 1.16063], [-2.18738, 4.79599, -0.81388], [-1.86569, 4.93522, 0.92499], [-3.50232, 4.69813, 0.33924], [-2.66356, 2.57776, -1.89568], [-4.14700, 2.65768, -0.94161], [-3.15221, 1.20352, -0.89180], [-0.84464, 3.64026, 2.22261], [1.26876, 1.51548, 2.51301], [-0.07080, 1.92022, 3.54633], [1.35190, 2.96699, 3.51073], [1.82985, 4.03459, 0.79300], [1.36128, 4.84796, 2.28671], [0.44880, 5.12500, 0.81258], [-1.87341, 0.41847, 2.19591], [-2.01055, -0.77642, 3.46150], [-2.97572, -0.63426, 4.45295], [-3.10547, -1.59656, 5.44507], [-4.11692, -1.43504, 6.45053], [-4.92329, -1.28463, 7.25585], [-2.25523, -2.71255, 5.44835], [-1.28709, -2.84455, 4.46223], [-1.16572, -1.87893, 3.46955], [0.07719, -2.00729, 2.24806], [-2.37159, -3.72644, 6.45780], [-2.44306, -4.55377, 7.25267], [-3.63478, 0.22503, 4.45378], [-0.62930, -3.70412, 4.47440], [-5.66317, -1.47615, -0.64390], [-4.26528, -1.63423, -0.26471], [-4.03695, -2.03346, 1.11784], [-3.24035, -1.21010, -1.02800], [-2.15264, -0.84553, -0.51570], [-3.40140, -1.16780, -2.37738], [-4.15466, -2.19055, -3.10233], [-2.36522, -0.52986, -3.17987], [-6.18219, -0.96113, 0.16641], [-6.15681, -2.43640, -0.80688], [-5.74681, -0.87069, -1.54218], [-4.65820, -2.90426, 1.33185], [-4.29649, -1.22939, 1.80739], [-2.99479, -2.29967, 1.26378], [-4.67811, -2.85357, -2.42294], [-3.46129, -2.79329, -3.69459], [-4.87531, -1.73223, -3.78040], [-1.95935, 0.33703, -2.67439], [-2.80436, -0.22230, -4.12858], [-1.54246, -1.22241, -3.37873], [1.12148, -4.52901, 0.15878], [-0.51749, -3.33312, -0.47669], [-0.32855, -4.11759, -2.46122], [1.97336, -4.32087, -0.48418], [0.82509, -5.57217, 0.07289], [1.35068, -4.29641, 1.19402], [-0.58988, -5.17339, -2.39916], [0.68597, -3.98936, -2.82173], [-1.02576, -3.61308, -3.12912]], "orbital_gap_ev": [6.21, 6.48], "multiplicity": 3, "de_lowest_ev": 0.0876, "charge": 1}



[3]
{"formula": "C56H46CuGeN5O2PS2", "method": "ωB97M-V/def2-TZVPD", "elements": ["Cu", "S", "C", "C", "C", "C", "C", "C", "S", "H", "H", "H", "H", "N", "C", "H", "N", "C", "C", "C", "C", "C", "C", "C", "N", "C", "C", "N", "C", "H", "H", "H", "H", "H", "H", "H", "O", "C", "O", "C", "C", "Ge", "C", "C", "C", "C", "C", "C", "C", "C", "C", "C", "C", "C", "C", "C", "C", "C", "C", "C", "H", "H", "H", "H", "H", "H", "H", "H", "H", "H", "H", "H", "H", "H", "H", "H", "H", "H", "H", "N", "P", "C", "C", "C", "C", "C", "C", "C", "C", "C", "C", "C", "C", "C", "C", "C", "C", "C", "C", "H", "H", "H", "H", "H", "H", "H", "H", "H", "H", "H", "H", "H", "H", "H"], "coordinates": [[-0.12669, -0.18348, -0.19046], [1.60915, -0.58053, 1.19478], [1.22932, 0.43640, 2.56724], [2.14901, 0.56842, 3.61593], [1.87661, 1.35092, 4.72695], [0.66610, 2.02964, 4.81013], [-0.25244, 1.91298, 3.77718], [0.01120, 1.12548, 2.65532], [-1.21763, 1.01324, 1.39038], [3.09057, 0.03645, 3.53480], [2.60529, 1.43152, 5.52591], [0.43747, 2.64925, 5.66957], [-1.19824, 2.44142, 3.82498], [-2.66489, -0.40794, -1.44280], [-1.66795, 0.29641, -1.23668], [-2.73528, -1.28067, -0.88208], [-4.12223, 10.08152, -2.12456], [-3.72434, 8.99270, -2.18484], [-3.24194, 7.66911, -2.26288], [-3.08554, 6.87280, -1.09279], [-2.65455, 5.58003, -1.16285], [-2.35620, 4.98552, -2.42177], [-2.46782, 5.78523, -3.58916], [-2.89749, 7.07898, -3.51241], [-1.99853, 3.63685, -2.50929], [-1.83427, 2.90744, -3.68738], [-1.59448, 1.62025, -3.34238], [-1.61632, 1.54564, -1.98698], [-1.88500, 2.76398, -1.48639], [-3.30616, 7.30956, -0.12688], [-2.54175, 5.01007, -0.25029], [-2.20288, 5.37958, -4.55636], [-2.96724, 7.67579, -4.41337], [-1.85215, 3.36080, -4.65794], [-1.38061, 0.75644, -3.94421], [-1.92347, 2.97320, -0.43384], [-3.11237, -2.41116, 0.47453], [-1.96445, -2.56657, 0.94230], [-0.86406, -2.23061, 0.41984], [-1.84413, -3.26856, 2.30052], [-1.96260, -4.78786, 2.12818], [-1.03167, -5.56306, 0.58721], [-1.40474, -7.51587, 0.72834], [-1.29288, -8.16161, 1.96158], [-1.52932, -9.52294, 2.09451], [-1.88618, -10.27707, 0.98429], [-1.99089, -9.65917, -0.25367], [-1.74840, -8.29556, -0.37676], [0.90815, -5.46733, 0.82201], [1.75865, -6.12028, -0.06942], [3.12919, -6.14657, 0.14417], [3.67486, -5.49080, 1.23947], [2.84300, -4.81969, 2.12345], [1.46971, -4.81851, 1.91922], [-1.63984, -5.04349, -1.18578], [-0.85703, -4.26491, -2.03407], [-1.36544, -3.83525, -3.25361], [-2.65161, -4.18079, -3.63953], [-3.44346, -4.94637, -2.79709], [-2.94096, -5.36291, -1.57448], [-2.63942, -2.92026, 2.96198], [-0.87616, -2.99144, 2.71686], [-3.01367, -5.05508, 1.99259], [-1.60386, -5.30972, 3.02013], [-1.00889, -7.58976, 2.83910], [-1.43224, -9.99878, 3.06363], [-2.07876, -11.33880, 1.08396], [-2.26160, -10.24068, -1.12759], [-1.82466, -7.83176, -1.35371], [1.34210, -6.62846, -0.93389], [3.77355, -6.67688, -0.54706], [4.74698, -5.49430, 1.39742], [3.26335, -4.28738, 2.96770], [0.83214, -4.28579, 2.61248], [0.13523, -3.95019, -1.72798], [-0.76496, -3.19165, -3.87537], [-3.04958, -3.82963, -4.58446], [-4.45913, -5.19626, -3.08023], [-3.57985, -5.92757, -0.90317], [0.86761, 0.24149, -1.79177], [2.28260, 0.29346, -2.34321], [2.36886, 1.26483, -3.91628], [3.08401, 0.94617, -5.06750], [3.04570, 1.77810, -6.18104], [2.31551, 2.95636, -6.14741], [1.62578, 3.30288, -4.99212], [1.64505, 2.45807, -3.89373], [3.63626, 1.19474, -1.46196], [4.90515, 1.29447, -2.03340], [5.89316, 2.05259, -1.42686], [5.61823, 2.72712, -0.24086], [4.35687, 2.64021, 0.32680], [3.36576, 1.87984, -0.28530], [3.14056, -1.28509, -2.71292], [3.92389, -1.85588, -1.71054], [4.48275, -3.11145, -1.88192], [4.25363, -3.82421, -3.05149], [3.45191, -3.27842, -4.04303], [2.89324, -2.01930, -3.86867], [3.69359, 0.05162, -5.10027], [3.59516, 1.50655, -7.07503], [2.28730, 3.60418, -7.01555], [1.06411, 4.22871, -4.95033], [1.09156, 2.70352, -2.99465], [5.12114, 0.76669, -2.95596], [6.87571, 2.12571, -1.87844], [6.39040, 3.32078, 0.23443], [4.13792, 3.16236, 1.25016], [2.37916, 1.79206, 0.15513], [4.08809, -1.30855, -0.78891], [5.08954, -3.53765, -1.09593], [4.68786, -4.80826, -3.18347], [3.25269, -3.83753, -4.94960], [2.24701, -1.60836, -4.63579]], "orbital_gap_ev": [4.23, 5.99], "multiplicity": 2, "charge": -2}



Copy entry 1 word for word.
{"formula": "C5H12NO", "method": "ωB97M-V/def2-TZVPD", "elements": ["C", "O", "C", "C", "C", "C", "N", "H", "H", "H", "H", "H", "H", "H", "H", "H", "H", "H", "H"], "coordinates": [[-1.48959, 1.48807, -0.31905], [-2.32182, 2.27244, 0.42576], [-1.65858, -0.05395, -0.02826], [-0.69213, -1.10009, -0.62953], [0.75975, -0.61424, -0.62030], [1.18794, -0.33889, 0.85224], [2.55024, 0.24292, 0.89561], [-0.39084, 1.78365, -0.30021], [-1.77914, 1.65142, -1.38877], [-2.64782, -0.33927, -0.48842], [-1.75516, -0.12410, 1.06813], [-0.89317, -1.27912, -1.72051], [-0.99723, -2.03773, -0.15161], [1.60421, -1.19416, -0.99233], [0.84145, 0.25369, -1.29044], [1.08997, -1.13160, 1.58524], [0.50057, 0.46244, 1.15676], [2.99793, 0.22570, 1.79589], [3.09344, -0.16716, 0.14982]], "orbital_gap_ev": 5.78, "de_lowest_ev": 1.3024, "charge": -1, "smiles": "NCCCCC[O-]"}